The following is a DFT calculation (ωB97M-V/def2-TZVPD) of a structure of composition C9H24B2ILuNO4PSi at a distorted geometry.

Values from the calculation:
Kohn-Sham gap = 3.4 eV
LUMO energy = -10.46 eV
E_tot = -79616.879 eV
M = 592.8 g mol⁻¹

ORCA input file:
```
! RIJCOSX wB97M-V def2-TZVPD def2/J DEFGRID3
* xyz 2 1
C -2.72 -3.39 -1.29
C -1.13 -3.36 -1.68
O -0.21 -3.30 -0.54
B -0.39 -2.09 0.28
O -1.34 -2.11 1.42
B 0.41 -0.63 0.03
C -0.66 0.29 -0.88
C 0.03 1.62 -1.54
O 0.37 1.55 -2.86
N 0.30 2.94 -0.85
C 1.38 3.71 -1.57
C -0.95 3.75 -0.62
P 2.13 -0.85 -0.81
O 3.00 -1.93 0.30
I 1.98 -1.93 -3.01
Si 0.77 0.27 1.74
C -0.73 1.37 2.32
C 1.19 -0.96 3.17
C 2.37 1.40 1.56
H -3.31 -3.64 -2.30
H -3.12 -2.31 -0.98
H -3.03 -4.23 -0.53
H -0.91 -4.39 -2.23
H -0.98 -2.52 -2.49
H -2.30 -2.04 1.12
H -1.65 0.50 -0.28
H -0.97 -0.43 -1.78
H 1.00 4.15 -2.59
H 2.35 3.05 -1.77
H 1.73 4.60 -0.87
H -1.95 3.15 -0.65
H -0.97 4.65 -1.39
H -0.83 4.26 0.45
H 3.96 -1.91 -0.01
H -1.52 0.65 2.84
H -0.39 2.26 2.99
H -1.31 1.84 1.40
H 0.65 -2.00 3.10
H 0.88 -0.44 4.20
H 2.37 -1.08 3.19
H 3.32 0.79 1.25
H 2.18 2.36 0.91
H 2.58 1.80 2.66
Lu -3.58 -5.44 -1.43
*
```

The following is a DFT calculation (ωB97M-V/def2-TZVPD) of a structure of composition C9H24ClI2InN2P2S at a distorted geometry.

Values from the calculation:
Kohn-Sham gap (alpha / beta) = 4.3 / 4.3 eV
Relative energy (zero: lowest compared OMol25 entry of this formula, charge and spin) = 0.000 eV
LUMO energy (alpha / beta) = -10.83 / -10.81 eV
E_tot = -75999.745 eV
M = 658.4 g mol⁻¹

ORCA input file:
```
! RIJCOSX wB97M-V def2-TZVPD def2/J DEFGRID3
* xyz 2 1
I -1.35 -0.77 -2.36
I 1.54 0.49 2.34
In -0.02 0.00 -0.01
P 1.57 1.43 -1.35
C 2.93 0.46 -1.95
C 0.72 2.16 -2.74
H 1.40 2.92 -3.13
H 2.68 3.45 -1.09
H -0.22 2.62 -2.41
H 1.37 3.30 0.14
H 2.58 -0.36 -2.59
H 0.50 1.40 -3.50
C 2.19 2.78 -0.37
H 3.57 1.14 -2.53
H 2.91 2.42 0.38
H 3.50 0.03 -1.11
P -1.83 -1.04 1.39
C -1.51 -2.77 1.62
C -1.95 -0.23 2.97
H -3.55 0.21 0.26
H -4.15 -1.10 1.35
H -3.49 -1.49 -0.29
C -3.41 -0.83 0.58
H -2.00 0.86 2.84
H -2.89 -0.60 3.40
H -2.35 -3.15 2.23
H -0.56 -2.92 2.15
H -1.10 -0.49 3.60
H -1.48 -3.30 0.66
Cl -1.31 2.09 0.26
S 1.59 -2.00 0.06
C 1.09 -3.21 -1.10
N 0.59 -4.37 -0.73
C 0.63 -5.34 -1.82
C 1.28 -4.56 -2.94
N 1.44 -3.23 -2.36
H 0.31 -4.63 0.22
H -0.38 -5.64 -2.04
H 1.23 -6.19 -1.53
H 0.66 -4.50 -3.82
H 2.25 -4.95 -3.19
H 1.93 -2.48 -2.86
*
```

The following is a DFT calculation (ωB97M-V/def2-TZVPD) of a structure of composition C9H24ClI2IrN2P2 at a distorted geometry.

Values from the calculation:
Kohn-Sham gap (alpha / beta) = 6.2 / 5.2 eV
Relative energy (zero: lowest compared OMol25 entry of this formula, charge and spin) = 0.147 eV
LUMO energy (alpha / beta) = -10.96 / -13.69 eV
E_tot = -62806.512 eV
M = 703.7 g mol⁻¹

ORCA input file:
```
! RIJCOSX wB97M-V def2-TZVPD def2/J DEFGRID3
* xyz 3 6
I -0.07 2.00 1.56
I -0.54 -2.36 1.57
Ir -0.09 -0.19 -2.94
P -1.75 0.03 -1.59
C -2.39 0.11 0.05
C -2.42 1.47 -2.46
H -3.45 1.24 -2.83
H -3.44 -1.31 -2.68
H -1.75 1.69 -3.32
H -1.75 -1.76 -3.22
H -2.02 1.02 0.57
H -2.43 2.29 -1.77
C -2.41 -1.50 -2.34
H -3.49 0.10 -0.04
H -2.35 -2.28 -1.60
H -2.05 -0.76 0.64
P 1.73 0.04 -1.67
C 2.49 0.10 -0.08
C 2.41 -1.49 -2.37
H 1.75 1.73 -3.36
H 3.44 1.27 -2.83
H 2.39 2.30 -1.78
C 2.40 1.52 -2.49
H 1.78 -1.78 -3.25
H 3.45 -1.30 -2.68
H 3.58 0.03 -0.13
H 2.06 -0.79 0.51
H 2.35 -2.25 -1.60
H 2.13 0.97 0.46
Cl 0.26 -0.16 -5.16
C 1.09 -0.54 4.58
N -0.09 -0.02 3.97
C -1.17 0.64 4.77
C 0.07 0.16 2.65
N 0.49 -0.59 1.70
H 0.97 -0.37 5.68
H 1.95 0.04 4.23
H 1.19 -1.58 4.35
H -1.18 1.74 4.68
H -2.15 0.23 4.42
H -1.00 0.29 5.80
*
```

The following is a DFT calculation (ωB97M-V/def2-TZVPD) of a structure of composition C9H24Mg2NO10S4 at a distorted geometry.

Values from the calculation:
Kohn-Sham gap = 6.3 eV
LUMO energy = -3.75 eV
E_tot = -85905.974 eV
M = 483.2 g mol⁻¹

ORCA input file:
```
! RIJCOSX wB97M-V def2-TZVPD def2/J DEFGRID3
* xyz 1 1
Mg 0.46 -1.92 -0.59
Mg 0.46 -0.13 2.49
N 2.59 -2.44 1.47
O 2.17 -2.66 0.32
O 3.52 -2.97 2.02
O 1.88 -1.67 2.11
C 0.48 0.50 0.04
O 1.13 0.92 0.99
O 1.05 -0.10 -0.90
O -0.11 -0.38 0.57
C -1.04 0.28 -3.44
S -2.08 -0.99 -2.52
O -1.16 -1.71 -1.55
C -2.36 -2.20 -3.93
H -1.60 0.56 -4.33
H -0.02 -0.06 -3.64
H -1.14 1.19 -2.85
H -1.44 -2.69 -4.26
H -2.90 -1.65 -4.70
H -3.03 -2.96 -3.56
C 4.75 0.42 0.92
S 4.54 1.43 -0.62
O 5.87 2.14 -0.86
C 4.35 0.05 -1.81
H 4.68 1.01 1.83
H 5.65 -0.17 1.13
H 4.02 -0.40 0.94
H 4.24 0.53 -2.79
H 3.43 -0.42 -1.48
H 5.20 -0.63 -1.85
C -1.68 3.48 -0.91
S -2.01 4.25 -2.49
O -1.53 3.39 -3.64
C -3.88 4.03 -2.41
H -1.62 4.22 -0.12
H -0.70 3.00 -1.00
H -2.39 2.74 -0.55
H -3.94 2.97 -2.68
H -4.48 4.52 -3.18
H -4.31 4.37 -1.47
C -3.06 -1.77 4.42
S -1.35 -2.49 4.08
O -0.58 -1.62 3.09
C -0.60 -2.32 5.80
H -3.66 -2.49 4.98
H -3.39 -1.34 3.47
H -3.01 -0.88 5.05
H -1.06 -3.07 6.44
H -0.81 -1.36 6.26
H 0.47 -2.51 5.69
*
```

The following is a DFT calculation (ωB97M-V/def2-TZVPD) of a structure of composition C9H24N4OTc.

Values from the calculation:
Kohn-Sham gap (alpha / beta) = 7.7 / 8.0 eV
Relative energy (zero: lowest compared OMol25 entry of this formula, charge and spin) = 0.073 eV
LUMO energy (alpha / beta) = -17.87 / -17.61 eV
E_tot = -19881.088 eV
M = 302.3 g mol⁻¹

ORCA input file:
```
! RIJCOSX wB97M-V def2-TZVPD def2/J DEFGRID3
* xyz 4 2
Tc -0.08 0.14 0.02
N -0.67 2.21 0.39
C -0.70 2.59 1.86
C -1.23 1.40 2.60
N -0.37 0.20 2.13
H -0.05 2.85 -0.11
H -1.60 2.35 0.00
H -1.34 3.46 1.99
H 0.31 2.86 2.16
H -2.27 1.16 2.35
H -1.14 1.49 3.68
H -0.78 -0.66 2.52
H 0.54 0.29 2.60
C 2.54 -3.42 1.16
C 1.89 -2.02 1.21
N 0.85 -1.85 0.11
C -0.20 -2.94 0.27
C 0.44 -4.35 0.24
N 1.92 -4.19 0.02
C 2.18 -3.48 -1.28
C 1.55 -2.07 -1.22
H 2.37 -3.98 2.07
H 3.61 -3.36 0.98
H 2.65 -1.25 1.07
H 1.40 -1.88 2.17
H -0.92 -2.83 -0.54
H -0.71 -2.79 1.22
H 0.05 -4.96 -0.57
H 0.30 -4.89 1.18
H 2.35 -5.12 -0.02
H 1.75 -4.08 -2.08
H 3.26 -3.44 -1.42
H 0.82 -1.96 -2.01
H 2.32 -1.30 -1.33
C -0.61 0.86 -3.02
O -0.36 0.39 -1.63
H -0.32 0.04 -3.67
H 0.04 1.73 -3.16
H -1.67 1.11 -3.10
*
```

The following is a DFT calculation (ωB97M-V/def2-TZVPD) of a structure of composition C9H24O17P2S3Zr at a distorted geometry.

Values from the calculation:
Kohn-Sham gap = 4.3 eV
Relative energy (zero: lowest compared OMol25 entry of this formula, charge and spin) = 4.021 eV
LUMO energy = 3.87 eV
E_tot = -96899.908 eV
M = 653.6 g mol⁻¹

ORCA input file:
```
! RIJCOSX wB97M-V def2-TZVPD def2/J DEFGRID3
* xyz -2 1
Zr -0.44 -1.41 0.50
P -1.70 -2.91 -1.16
O -0.90 -3.43 0.10
O -2.88 -3.44 -1.97
O -0.61 -1.83 -1.58
O -2.30 -1.75 -0.31
P -0.13 -0.81 3.01
O -1.51 -0.86 2.21
O 0.00 -0.55 4.47
O 0.67 -0.18 1.83
O 0.23 -2.17 2.33
O -4.10 0.43 -0.39
S -2.91 1.18 -0.10
O -1.60 0.60 -0.03
O -2.79 2.41 -1.17
C -4.00 2.85 -1.77
C -3.65 4.12 -2.56
C -3.13 2.14 1.42
H -4.72 3.13 -0.99
H -4.34 2.08 -2.46
H -4.55 4.53 -3.03
H -2.95 3.82 -3.34
H -3.22 4.93 -1.98
H -2.19 2.61 1.68
H -3.67 1.60 2.19
H -3.90 2.89 1.18
O 1.65 -2.46 -0.01
S 3.00 -2.71 0.41
O 3.94 -1.67 0.70
O 2.94 -3.72 1.65
C 1.82 -4.64 1.78
C 2.36 -5.95 2.33
C 3.86 -3.79 -0.79
H 1.27 -4.66 0.85
H 1.22 -4.23 2.60
H 2.63 -5.94 3.39
H 3.26 -6.26 1.78
H 1.52 -6.64 2.36
H 3.51 -4.80 -0.59
H 4.91 -3.85 -0.49
H 3.88 -3.47 -1.82
O 1.12 0.13 -0.70
S 1.65 1.40 -1.09
O 2.30 1.60 -2.37
O 0.57 2.58 -0.78
C 0.74 3.78 -1.53
C -0.06 4.96 -0.94
C 2.84 1.78 0.21
H 0.34 3.65 -2.54
H 1.79 4.05 -1.58
H -1.11 4.66 -1.02
H 0.15 5.79 -1.61
H 0.11 5.11 0.13
H 3.59 2.54 0.00
H 3.32 0.85 0.53
H 2.21 1.95 1.09
*
```

The following is a DFT calculation (ωB97M-V/def2-TZVPD) of a structure of composition C9H25Cl2MnN2OP2S at a distorted geometry.

Values from the calculation:
Kohn-Sham gap (alpha / beta) = 6.2 / 7.4 eV
LUMO energy (alpha / beta) = -9.07 / -7.96 eV
E_tot = -100530.374 eV
M = 397.2 g mol⁻¹

ORCA input file:
```
! RIJCOSX wB97M-V def2-TZVPD def2/J DEFGRID3
* xyz 2 5
C 1.23 -0.09 -6.17
C 0.79 0.33 -4.80
H 2.32 -0.10 -6.21
H 0.83 0.61 -6.91
H 0.82 -1.08 -6.39
O 1.46 0.61 -3.86
Cl -1.04 0.37 -4.67
Mn 0.00 0.00 0.33
P -0.22 2.29 0.09
C 0.92 3.37 1.04
C -0.01 2.87 -1.64
H -0.20 3.95 -1.72
H -1.96 4.00 0.33
H -0.70 2.32 -2.27
H -2.62 2.37 -0.03
H 1.95 3.13 0.76
H 1.01 2.66 -1.97
C -1.88 2.93 0.54
H 0.73 4.42 0.84
H -2.05 2.75 1.61
H 0.80 3.17 2.11
P 0.00 -2.32 0.38
C 1.23 -3.15 1.46
C -1.59 -3.04 0.92
H -0.46 -2.69 -1.95
H 0.19 -4.18 -1.20
H 1.28 -2.82 -1.61
C 0.28 -3.09 -1.25
H -2.38 -2.63 0.29
H -1.58 -4.13 0.85
H 1.13 -4.23 1.40
H 1.08 -2.82 2.49
H -1.79 -2.75 1.96
H 2.24 -2.85 1.15
Cl -1.81 -0.19 -1.21
N -0.42 -1.16 4.66
C 0.00 0.00 3.95
N 0.42 1.15 4.66
S 0.00 0.00 2.33
H -0.42 -1.16 5.69
H -0.72 -2.00 4.15
H 0.72 2.00 4.17
H 0.42 1.16 5.69
*
```

The following is a DFT calculation (ωB97M-V/def2-TZVPD) of a structure of composition C9H25ClIN2OP2STb at a distorted geometry.

Values from the calculation:
Kohn-Sham gap (alpha / beta) = 7.5 / 7.6 eV
Relative energy (zero: lowest compared OMol25 entry of this formula, charge and spin) = 0.968 eV
LUMO energy (alpha / beta) = -6.81 / -6.69 eV
E_tot = -87225.611 eV
M = 592.6 g mol⁻¹

ORCA input file:
```
! RIJCOSX wB97M-V def2-TZVPD def2/J DEFGRID3
* xyz 2 7
C -4.53 -0.20 -5.52
C -4.33 -0.44 -4.05
H -5.56 -0.45 -5.81
H -3.82 -0.83 -6.09
H -4.33 0.85 -5.74
O -5.08 -0.84 -3.21
I -2.12 0.03 -3.17
Tb -0.44 0.00 -0.64
P -0.36 2.31 0.81
C -1.02 2.84 2.40
C 1.00 3.48 0.55
H 0.60 4.50 0.64
H -1.71 4.03 -0.19
H 1.45 3.32 -0.44
H -1.33 2.79 -1.43
H -0.29 2.60 3.17
H 1.76 3.29 1.32
C -1.62 2.96 -0.39
H -1.22 3.92 2.36
H -2.60 2.48 -0.23
H -1.95 2.30 2.61
P 0.98 -2.27 -0.13
C 0.87 -3.59 1.08
C 0.13 -2.99 -1.60
H 2.92 -1.65 -1.45
H 2.93 -3.40 -0.97
H 3.35 -2.10 0.22
C 2.72 -2.36 -0.64
H 0.18 -2.33 -2.48
H 0.64 -3.93 -1.82
H 1.26 -4.52 0.64
H -0.18 -3.74 1.38
H -0.93 -3.20 -1.39
H 1.45 -3.31 1.96
Cl 1.43 0.83 -2.03
N 1.70 -0.44 4.57
C 2.21 -0.04 3.39
N 3.51 0.34 3.43
S 1.30 -0.02 1.96
H 2.27 -0.45 5.41
H 0.74 -0.75 4.62
H 3.96 0.65 2.59
H 4.04 0.32 4.30
*
```

The following is a DFT calculation (ωB97M-V/def2-TZVPD) of a cluster of 3 separate species, C9H25O2S2 in total at a distorted geometry.

Values from the calculation:
Kohn-Sham gap = 8.4 eV
LUMO energy = -3.88 eV
E_tot = -35495.784 eV
M = 229.4 g mol⁻¹

ORCA input file:
```
! RIJCOSX wB97M-V def2-TZVPD def2/J DEFGRID3
* xyz 1 1
S 0.34 1.62 5.81
C 2.15 1.65 5.67
C 2.68 2.07 4.30
C 2.10 1.21 3.18
S 1.72 2.21 1.72
H 0.16 2.93 5.66
H 2.54 2.33 6.43
H 2.47 0.64 5.92
H 2.46 3.13 4.15
H 3.76 1.98 4.29
H 1.15 0.76 3.45
H 2.81 0.44 2.85
H 2.60 3.21 1.79
H 2.20 1.50 0.69
C -2.16 0.20 0.04
C -2.51 1.31 -0.94
C -1.85 1.11 -2.29
O -2.18 2.58 -0.38
H -1.08 0.18 0.22
H -2.66 0.35 0.99
H -2.43 -0.78 -0.35
H -3.60 1.33 -1.07
H -0.76 1.12 -2.18
H -2.12 1.92 -2.97
H -2.12 0.16 -2.74
H -1.23 2.59 -0.27
C -0.69 -2.56 -4.80
C -0.14 -2.73 -3.39
C 0.20 -4.18 -3.09
O -1.05 -2.21 -2.42
H -1.61 -3.13 -4.92
H -0.91 -1.51 -5.00
H 0.02 -2.91 -5.55
H 0.76 -2.12 -3.28
H -0.70 -4.80 -3.16
H 0.60 -4.28 -2.08
H 0.93 -4.58 -3.79
H -1.86 -2.72 -2.49
*
```

The following is a DFT calculation (ωB97M-V/def2-TZVPD) of a structure of composition C9H26AlI2O8P2S at a distorted geometry.

Values from the calculation:
Kohn-Sham gap = 7.4 eV
LUMO energy = 2.25 eV
E_tot = -78353.859 eV
M = 637.1 g mol⁻¹

ORCA input file:
```
! RIJCOSX wB97M-V def2-TZVPD def2/J DEFGRID3
* xyz -1 1
C 1.77 0.52 2.56
C 2.47 -0.38 1.38
C 1.56 -0.51 0.00
I 1.60 1.53 -0.91
Al -0.38 -1.07 0.50
S -1.95 0.53 -0.13
I -0.99 -3.48 -0.31
H 2.48 1.37 3.00
H 0.75 1.02 2.25
H 1.55 -0.21 3.45
H 3.55 0.09 1.18
H 2.69 -1.50 1.71
H 2.03 -1.26 -0.79
H -0.48 -1.11 2.11
H -2.38 1.17 1.06
C -7.88 -5.84 -1.03
O -7.90 -4.71 -0.18
P -6.90 -4.68 1.08
O -6.97 -3.44 1.91
O -5.45 -4.97 0.44
C -4.95 -4.01 -0.47
O -7.23 -6.04 1.87
C -6.37 -6.40 2.94
H -7.71 -5.50 -2.06
H -7.11 -6.56 -0.76
H -8.86 -6.33 -0.99
H -5.48 -3.06 -0.39
H -5.06 -4.40 -1.49
H -3.89 -3.85 -0.26
H -5.79 -5.54 3.29
H -5.69 -7.18 2.59
H -6.97 -6.79 3.76
C 7.42 5.67 -2.94
O 7.29 5.00 -1.70
P 5.95 5.23 -0.84
O 5.89 4.47 0.45
O 4.76 4.88 -1.87
C 4.69 3.55 -2.35
O 5.85 6.83 -0.69
C 4.66 7.35 -0.13
H 7.62 4.92 -3.72
H 6.51 6.22 -3.22
H 8.26 6.36 -2.89
H 5.27 2.86 -1.72
H 5.07 3.52 -3.37
H 3.64 3.23 -2.35
H 4.09 6.59 0.41
H 4.04 7.74 -0.94
H 4.91 8.16 0.55
*
```

The following is a DFT calculation (ωB97M-V/def2-TZVPD) of a cluster of 5 separate species, C9H26BrO4 in total at a distorted geometry.

Values from the calculation:
Kohn-Sham gap (alpha / beta) = 10.3 / 4.8 eV
LUMO energy (alpha / beta) = 0.36 / -5.15 eV
E_tot = -87984.205 eV
M = 278.2 g mol⁻¹

ORCA input file:
```
! RIJCOSX wB97M-V def2-TZVPD def2/J DEFGRID3
* xyz 0 2
Br 1.60 -0.06 -1.24
C -0.25 -3.78 -1.12
C -1.34 -2.91 -0.53
C -2.26 -3.71 0.33
O -0.77 -1.91 0.31
H 0.44 -4.14 -0.36
H 0.31 -3.27 -1.91
H -0.71 -4.59 -1.68
H -1.85 -2.44 -1.37
H -1.87 -4.10 1.27
H -2.56 -4.63 -0.15
H -3.12 -3.10 0.64
H -0.03 -1.60 -0.22
C 3.72 -0.33 3.90
C 3.50 -0.37 2.38
O 2.11 -0.14 2.11
H 3.53 0.64 4.37
H 4.76 -0.61 4.09
H 3.13 -1.02 4.50
H 3.69 -1.38 2.01
H 4.16 0.32 1.85
H 2.04 0.04 1.17
C 0.13 4.21 -2.46
C 1.07 3.34 -3.26
O 0.54 2.04 -3.50
H 0.49 5.23 -2.30
H 0.01 3.82 -1.45
H -0.84 4.21 -2.96
H 2.04 3.28 -2.76
H 1.30 3.80 -4.22
H 0.69 1.49 -2.72
C -3.47 1.41 1.16
C -2.32 1.25 0.13
O -1.06 1.43 0.72
H -3.48 0.64 1.92
H -4.45 1.25 0.71
H -3.49 2.44 1.53
H -2.57 1.92 -0.70
H -2.35 0.25 -0.29
H -0.43 1.07 0.10
*
```